{
  "formula": "C29H38FO5P",
  "method": "wB97M-V/def2-TZVPD",
  "fmax_ev_per_a": 2.39,
  "homo_ha": -0.3039,
  "lumo_ev": -0.50,
  "smiles": "CCCCCCc1ccc2c(c1P(O)O)C(=O)c1c(F)cc(CCCCCCCCOC)cc1C2=O",
  "e_above_lowest_kj_mol": 0.0,
  "species": ["C", "C", "C", "C", "C", "C", "C", "C", "C", "C", "C", "C", "P", "O", "O", "C", "O", "C", "C", "F", "C", "C", "C", "C", "C", "C", "C", "C", "C", "C", "O", "C", "C", "C", "C", "O", "H", "H", "H", "H", "H", "H", "H", "H", "H", "H", "H", "H", "H", "H", "H", "H", "H", "H", "H", "H", "H", "H", "H", "H", "H", "H", "H", "H", "H", "H", "H", "H", "H", "H", "H", "H", "H", "H"],
  "positions_angstrom": [[6.133, -1.115, 1.948], [6.876, 0.260, 1.844], [6.648, 0.945, 0.463], [5.460, 1.943, 0.517], [5.628, 2.926, -0.654], [4.377, 3.787, -0.995], [3.021, 3.133, -0.725], [2.158, 3.763, 0.131], [0.931, 3.247, 0.473], [0.562, 2.044, -0.066], [1.413, 1.387, -0.936], [2.661, 1.900, -1.301], [3.809, 1.009, -2.476], [3.040, 1.134, -3.939], [3.738, -0.572, -1.978], [0.931, 0.043, -1.455], [1.040, -0.339, -2.602], [0.224, -0.804, -0.415], [0.425, -2.152, -0.335], [1.259, -2.809, -1.147], [-0.276, -2.886, 0.604], [-1.153, -2.215, 1.426], [-1.975, -3.016, 2.431], [-3.488, -2.956, 2.077], [-3.887, -3.803, 0.857], [-3.531, -3.233, -0.537], [-3.858, -1.736, -0.756], [-5.248, -1.518, -1.428], [-5.614, -0.007, -1.337], [-7.078, 0.198, -0.852], [-7.140, 0.736, 0.461], [-6.822, 2.111, 0.505], [-1.339, -0.845, 1.374], [-0.633, -0.132, 0.437], [-0.743, 1.367, 0.280], [-1.792, 1.962, 0.437], [5.276, -1.001, 2.621], [5.779, -1.462, 0.975], [6.822, -1.821, 2.419], [6.457, 0.934, 2.597], [7.941, 0.080, 2.010], [7.563, 1.438, 0.114], [6.426, 0.149, -0.258], [4.560, 1.326, 0.451], [5.535, 2.511, 1.450], [6.455, 3.604, -0.405], [5.919, 2.408, -1.569], [4.398, 4.065, -2.058], [4.396, 4.735, -0.443], [2.431, 4.701, 0.608], [0.246, 3.746, 1.152], [2.423, 1.876, -3.920], [3.808, -1.153, -2.749], [-0.172, -3.962, 0.685], [-1.876, -2.485, 3.388], [-1.623, -4.043, 2.555], [-3.830, -1.918, 2.048], [-3.990, -3.413, 2.944], [-3.340, -4.755, 0.954], [-4.945, -4.086, 0.880], [-2.492, -3.398, -0.834], [-4.139, -3.789, -1.266], [-3.132, -1.367, -1.496], [-3.732, -1.103, 0.124], [-5.074, -1.733, -2.487], [-5.986, -2.180, -0.969], [-4.942, 0.544, -0.672], [-5.515, 0.448, -2.330], [-7.658, -0.725, -0.922], [-7.553, 0.928, -1.531], [-7.670, 2.729, 0.830], [-6.506, 2.492, -0.476], [-5.987, 2.280, 1.197], [-2.031, -0.356, 2.055]],
  "atomic_forces_ev_per_a": [[0.315, 0.924, 0.656], [-0.621, -0.427, -0.921], [-0.062, -0.268, 0.767], [1.422, -0.302, -0.914], [-0.539, 0.377, -0.051], [-0.203, -0.021, -0.038], [1.492, -0.375, -0.780], [-0.397, 1.012, 0.974], [-0.562, 0.144, 0.117], [-0.963, -0.759, 0.083], [0.269, -1.033, -0.708], [-0.874, -0.413, -0.119], [1.547, 0.667, -0.154], [-0.013, -0.034, 0.634], [-0.730, 0.571, -0.308], [-0.231, -0.568, -0.272], [-0.063, 0.503, 0.769], [1.288, 1.440, -1.400], [-0.438, -1.077, 0.295], [0.090, 0.281, -0.088], [0.215, 0.139, -0.223], [-0.655, -1.230, 1.217], [-0.521, 1.349, -0.253], [0.071, -1.091, 0.679], [0.742, -0.023, -0.324], [-0.567, 0.425, -0.096], [-0.086, -0.487, -1.025], [1.614, 1.105, 0.558], [-1.074, -0.704, -0.134], [0.504, 1.133, -0.670], [-0.302, -0.319, 0.003], [0.380, 0.364, -0.030], [-0.159, 0.275, 0.013], [-0.223, 0.460, 0.130], [-0.267, 0.083, 0.195], [0.758, -0.288, 0.134], [0.001, -0.230, -0.227], [0.151, -0.133, 0.151], [-0.312, -0.252, -0.256], [0.505, -0.113, 0.179], [-0.117, 0.272, 0.107], [-0.153, 0.100, 0.153], [0.050, 0.312, -0.114], [-0.180, 0.450, 0.257], [-0.449, -0.210, 0.016], [-0.151, -0.067, -0.035], [0.031, -0.153, 0.271], [0.162, -0.047, 0.162], [0.022, -0.199, -0.023], [0.230, -0.087, -0.233], [0.170, 0.080, -0.060], [-0.285, -0.306, -0.132], [-0.092, -0.107, 0.123], [0.126, 0.120, -0.099], [0.094, -0.357, -0.006], [-0.035, 0.098, -0.148], [0.039, -0.119, -0.199], [-0.061, 0.212, -0.155], [-0.215, 0.076, 0.017], [0.074, 0.350, 0.121], [-0.049, -0.163, 0.395], [0.246, 0.012, 0.054], [0.004, 0.130, 0.325], [-0.146, -0.249, 0.050], [-0.530, -0.508, 0.177], [-0.110, 0.168, -0.212], [-0.074, -0.180, -0.006], [0.058, -0.061, 0.153], [0.098, 0.061, 0.400], [-0.126, -0.247, 0.104], [-0.023, -0.320, 0.017], [-0.033, -0.112, 0.131], [-0.153, -0.053, -0.054], [0.080, 0.000, -0.120]],
  "mulliken_charge": [-0.970, -0.532, -0.784, -0.153, -0.882, -1.448, 0.970, -1.106, -1.400, 0.874, 1.432, -0.423, 0.356, -0.485, -0.375, -0.306, -0.560, 0.532, 0.306, -0.353, -0.906, 1.012, -1.575, -0.640, -0.926, -0.874, -0.237, -0.916, -0.291, -0.754, -0.423, -0.727, -0.997, 1.103, -0.439, -0.625, 0.245, 0.236, 0.331, 0.305, 0.362, 0.412, 0.211, 0.070, 0.534, 0.536, 0.372, 0.350, 0.421, 0.320, 0.488, 0.352, 0.274, 0.446, 0.367, 0.397, 0.461, 0.373, 0.343, 0.434, 0.442, 0.507, 0.119, 0.255, 0.295, 0.472, 0.247, 0.406, 0.444, 0.349, 0.260, 0.341, 0.250, 0.494]
}


{
  "formula": "C29H38N2OP2PtSi",
  "method": "wB97M-V/def2-TZVPD",
  "fmax_ev_per_a": 5.08,
  "homo_ha": [-0.4848, -0.4726],
  "charge": 2,
  "lumo_ev": [-4.31, -8.78],
  "multiplicity": 5,
  "e_above_lowest_kj_mol": 0.0,
  "species": ["C", "C", "C", "C", "C", "C", "C", "C", "C", "C", "C", "C", "C", "H", "H", "H", "H", "H", "H", "H", "N", "Pt", "C", "H", "H", "C", "H", "H", "P", "P", "C", "H", "H", "H", "C", "H", "H", "H", "C", "H", "H", "H", "C", "H", "H", "H", "C", "O", "H", "C", "Si", "C", "C", "N", "C", "C", "C", "C", "C", "C", "H", "H", "H", "H", "H", "H", "H", "H", "H", "H", "H", "H", "H", "H"],
  "positions_angstrom": [[-1.150, 3.392, -3.630], [-0.898, 2.166, -3.016], [0.452, 1.717, -2.919], [1.493, 2.544, -3.393], [1.210, 3.832, -3.847], [-0.108, 4.249, -3.999], [2.908, 2.036, -3.473], [2.997, 0.537, -3.356], [1.890, -0.211, -2.899], [1.922, -1.633, -2.984], [3.074, -2.244, -3.483], [4.213, -1.501, -3.804], [4.179, -0.117, -3.707], [-2.187, 3.686, -3.791], [2.032, 4.497, -4.106], [-0.341, 5.228, -4.412], [3.313, 2.319, -4.465], [3.068, -3.327, -3.625], [5.119, -2.010, -4.143], [5.067, 0.486, -3.916], [0.793, 0.478, -2.364], [-0.065, -0.166, -0.630], [-2.056, 1.348, -2.463], [-2.068, 0.343, -2.906], [-3.014, 1.850, -2.644], [0.716, -2.480, -2.596], [-0.183, -2.151, -3.138], [0.903, -3.535, -2.827], [-1.905, 1.166, -0.642], [0.332, -2.399, -0.803], [1.780, -3.119, -0.017], [1.659, -3.092, 1.072], [1.885, -4.161, -0.347], [2.681, -2.562, -0.301], [-1.129, -3.366, -0.372], [-0.975, -4.422, -0.619], [-1.315, -3.273, 0.707], [-2.006, -2.986, -0.913], [-1.831, 2.872, -0.058], [-2.735, 3.401, -0.395], [-1.760, 2.909, 1.036], [-0.952, 3.364, -0.496], [-3.279, 0.278, 0.117], [-2.990, 0.002, 1.143], [-4.180, 0.907, 0.133], [-3.479, -0.644, -0.448], [1.277, 0.172, 0.603], [2.183, 0.331, 1.321], [3.571, 2.530, -2.774], [0.378, 2.600, 2.965], [-0.757, 1.309, 3.719], [-0.149, 0.951, 5.457], [-2.534, 1.915, 3.749], [-0.735, -0.141, 2.782], [-0.793, -1.431, 3.062], [0.405, -2.209, 3.236], [0.342, -3.514, 3.700], [-0.900, -4.133, 3.904], [-2.086, -3.439, 3.624], [-2.046, -2.130, 3.168], [0.170, 2.801, 1.906], [1.427, 2.285, 3.040], [0.271, 3.547, 3.517], [-0.226, 1.846, 6.090], [-0.732, 0.147, 5.925], [0.903, 0.633, 5.444], [-2.914, 2.162, 2.749], [-3.191, 1.140, 4.168], [-2.619, 2.812, 4.380], [1.357, -1.691, 3.087], [1.268, -4.054, 3.906], [-0.942, -5.158, 4.278], [-3.054, -3.922, 3.771], [-2.956, -1.563, 2.962]],
  "atomic_forces_ev_per_a": [[-0.023, -0.310, 0.387], [-0.078, 0.009, 0.304], [0.393, 0.175, 0.079], [0.154, 0.330, -0.237], [-0.326, -0.047, -0.007], [0.126, -0.166, 0.045], [-0.263, -0.361, -0.487], [0.230, 0.011, 0.060], [0.248, 0.282, 0.018], [0.002, -0.040, 0.313], [-0.529, -0.024, 0.207], [0.149, 0.067, 0.040], [-0.086, 0.023, -0.056], [0.269, 0.022, 0.085], [-0.163, -0.168, -0.090], [0.102, -0.214, 0.083], [-0.194, -0.130, 0.367], [0.074, 0.307, 0.091], [-0.346, 0.194, 0.148], [-0.308, -0.257, -0.136], [-0.089, 0.047, -2.685], [-0.908, -0.631, 1.803], [-0.578, 0.229, -0.162], [-0.189, 0.208, 0.130], [0.174, -0.065, -0.451], [-0.023, -0.438, -0.144], [0.173, -0.149, 0.104], [0.006, 0.154, -0.292], [0.638, 0.507, -0.640], [0.710, 0.334, -0.650], [0.007, -0.419, 0.178], [0.090, -0.050, -0.241], [0.067, 0.149, 0.154], [-0.231, -0.053, 0.029], [-0.090, -0.353, -0.117], [-0.101, 0.088, 0.043], [0.102, 0.003, -0.231], [0.285, -0.108, 0.110], [-0.420, 0.253, 0.083], [0.231, -0.018, 0.212], [-0.071, 0.031, -0.348], [-0.225, -0.196, 0.128], [-0.554, 0.186, -0.068], [-0.102, 0.186, -0.360], [0.058, -0.266, 0.077], [0.048, 0.310, 0.145], [3.618, 0.716, 3.487], [-2.186, -0.429, -1.878], [0.095, 0.151, 0.457], [0.082, -0.201, -0.261], [0.168, 2.391, 1.450], [-0.014, -0.496, -0.142], [-0.255, -0.363, -0.202], [0.306, -0.682, -1.171], [-0.189, -2.136, 0.054], [-0.098, 0.622, 0.179], [-0.153, 0.148, -0.167], [0.031, -0.019, 0.015], [0.080, 0.115, -0.208], [0.147, 0.600, 0.466], [0.077, -0.018, 0.227], [-0.240, 0.101, 0.026], [-0.034, -0.312, -0.101], [-0.021, -0.170, -0.260], [0.103, 0.195, -0.025], [-0.216, 0.107, 0.026], [0.049, -0.006, 0.228], [0.086, 0.227, -0.028], [0.145, -0.260, -0.156], [-0.241, -0.272, 0.122], [-0.312, 0.163, -0.084], [0.001, 0.359, -0.116], [0.325, 0.127, -0.097], [0.205, -0.301, 0.139]],
  "lowdin_spin": [-0.002, 0.057, 0.040, 0.086, -0.014, 0.083, 0.028, 0.085, 0.036, 0.054, -0.001, 0.079, -0.013, -0.001, -0.002, 0.004, 0.011, -0.001, 0.004, -0.002, 0.516, 0.717, 0.024, 0.007, 0.002, 0.026, 0.005, 0.004, 0.114, 0.140, 0.004, 0.002, 0.001, 0.000, 0.059, 0.010, 0.004, 0.004, 0.007, 0.001, 0.000, 0.000, 0.047, 0.005, 0.008, 0.003, 0.147, 0.025, 0.013, 0.013, 0.092, 0.024, 0.046, 0.904, 0.124, 0.116, 0.000, 0.119, 0.000, 0.118, 0.000, 0.000, 0.001, 0.003, 0.000, 0.000, 0.000, -0.001, 0.006, 0.004, 0.000, 0.005, -0.001, 0.004]
}